Molecular formula: C21H61BF2N4O20P4Si2
Method: DFT, wB97M-V/def2-TZVPD

Each atom is followed by the atoms it is bonded to, with distances in Å.
Atoms and positions in Å:
1 C 1.22249 4.59531 -2.63863  C2 1.528, H23 1.086, H24 1.088, H25 1.088
2 C 2.34914 5.29915 -3.39324  C1 1.528, F3 1.404, C4 1.521, H26 1.092
3 F 1.78912 6.39233 -4.07241  C2 1.404
4 C 3.43956 5.83427 -2.47809  C2 1.521, Si5 1.868, H27 1.091, H28 1.095
5 Si 4.67366 4.53525 -1.94853  C4 1.868, F6 1.603, C7 1.890, O11 1.627
6 F 5.91605 4.63816 -2.95564  Si5 1.603
7 C 5.30304 5.05437 -0.24316  Si5 1.890, O8 1.436, H29 1.094, H30 1.090
8 O 6.64168 4.65865 0.09454  C7 1.436, N9 1.451
9 N 7.58568 5.51322 -0.60157  O8 1.451, O10 1.157
10 O 8.25823 6.06949 0.15749  N9 1.157
11 O 3.89348 3.10808 -1.95569  Si5 1.627, Si12 1.694
12 Si 4.47144 1.56990 -2.36680  O11 1.694, N13 1.750, C14 1.874, B20 2.035
13 N 5.68290 1.53137 -3.62917  Si12 1.750, H31 1.017, H32 1.018
14 C 5.13299 0.57387 -0.92386  Si12 1.874, C15 1.545, H33 1.092, H34 1.093
15 C 5.21381 1.27000 0.45285  C14 1.545, C16 1.529, H35 1.092, H36 1.093
16 C 3.94821 1.05993 1.28532  C15 1.529, C17 1.529, H37 1.090, H38 1.096
17 C 2.78648 1.94670 0.83613  C16 1.529, C18 1.542, H39 1.091, H40 1.093
18 C 1.72577 2.14866 1.93664  C17 1.542, N19 1.477, H41 1.089, H42 1.089
19 N 1.84365 3.45618 2.61341  C18 1.477, H43 1.015, H44 1.013
20 B 2.84277 0.61485 -3.12663  Si12 2.035, N21 1.497, O22 1.359
21 N 2.24742 1.04948 -4.42985  B20 1.497, H45 1.015, H46 1.017
22 O 2.27705 -0.42278 -2.45518  B20 1.359, H47 0.974
23 H 0.38227 5.27317 -2.51705  C1 1.086
24 H 1.56562 4.27707 -1.65677  C1 1.088
25 H 0.91024 3.70124 -3.17388  C1 1.088
26 H 2.76028 4.62689 -4.14905  C2 1.092
27 H 3.94873 6.66986 -2.95987  C4 1.091
28 H 2.94299 6.21739 -1.58000  C4 1.095
29 H 5.17798 6.13374 -0.11480  C7 1.094
30 H 4.64101 4.59954 0.49423  C7 1.090
31 H 5.47803 2.20831 -4.35986  N13 1.017
32 H 6.58983 1.80970 -3.26129  N13 1.018
33 H 4.47730 -0.29094 -0.80476  C14 1.092
34 H 6.10271 0.16713 -1.22147  C14 1.093
35 H 6.05614 0.84367 1.00220  C15 1.092
36 H 5.43690 2.33641 0.37100  C15 1.093
37 H 3.65918 0.00933 1.30834  C16 1.090
38 H 4.19147 1.35526 2.31243  C16 1.096
39 H 3.19470 2.92938 0.59471  C17 1.091
40 H 2.30107 1.56856 -0.06771  C17 1.093
41 H 0.74252 2.13707 1.46795  C18 1.089
42 H 1.79806 1.36812 2.69290  C18 1.089
43 H 2.81589 3.61004 2.86141  N19 1.015
44 H 1.59155 4.17389 1.94380  N19 1.013
45 H 2.95485 1.01299 -5.15730  N21 1.015
46 H 1.94550 2.01784 -4.35841  N21 1.017
47 H 1.30609 -0.34948 -2.45223  O22 0.974
48 C 3.20773 -5.88031 3.31077  O49 1.436, H56 1.086, H57 1.093, H58 1.091
49 O 3.78550 -4.57269 3.18028  C48 1.436, P50 1.602
50 P 2.98218 -3.27636 3.66988  O49 1.602, O51 1.455, O52 1.624, O54 1.580
51 O 3.42296 -2.10553 2.92639  P50 1.455
52 O 3.51382 -3.30207 5.20386  P50 1.624, C53 1.426
53 C 4.91376 -3.19488 5.45202  O52 1.426, H59 1.090, H60 1.091, H61 1.088
54 O 1.46217 -3.16654 4.08617  P50 1.580, C55 1.437
55 C 0.83531 -4.14045 4.93710  O54 1.437, H62 1.088, H63 1.089, H64 1.086
56 H 3.94080 -6.59314 2.94519  C48 1.086
57 H 2.98394 -6.10291 4.35677  C48 1.093
58 H 2.30081 -5.96823 2.71163  C48 1.091
59 H 5.40106 -2.59258 4.68503  C53 1.090
60 H 5.36907 -4.18575 5.49055  C53 1.091
61 H 5.03055 -2.71284 6.42019  C53 1.088
62 H 1.21849 -4.04997 5.95127  C55 1.088
63 H 0.98799 -5.15514 4.57231  C55 1.089
64 H -0.22947 -3.92489 4.93242  C55 1.086
65 C -2.57557 -3.24590 -2.80054  O66 1.444, H73 1.083, H74 1.091, H75 1.091
66 O -2.17302 -2.38807 -1.71108  C65 1.444, P67 1.599
67 P -1.42201 -1.00511 -1.99559  O66 1.599, O68 1.465, O69 1.619, O71 1.591
68 O -0.62907 -0.68769 -0.80555  P67 1.465
69 O -2.76605 -0.11050 -2.11384  P67 1.619, C70 1.422
70 C -3.65430 -0.10661 -1.00351  O69 1.422, H76 1.088, H77 1.092, H78 1.088
71 O -0.75018 -0.27892 -3.24113  P67 1.591, C72 1.442
72 C -1.36686 -0.27707 -4.54444  O71 1.442, H79 1.088, H80 1.090, H81 1.086
73 H -3.10210 -4.08864 -2.37077  C65 1.083
74 H -3.25582 -2.71753 -3.46943  C65 1.091
75 H -1.70469 -3.60202 -3.35355  C65 1.091
76 H -3.10452 -0.23550 -0.07392  C70 1.088
77 H -4.39753 -0.89916 -1.11178  C70 1.092
78 H -4.16226 0.85588 -0.99331  C70 1.088
79 H -2.25369 0.35253 -4.52868  C72 1.088
80 H -1.62972 -1.28470 -4.86495  C72 1.090
81 H -0.63406 0.13036 -5.23438  C72 1.086
82 C -9.03768 -3.96039 -0.84555  O83 1.438, H90 1.086, H91 1.092, H92 1.090
83 O -7.89150 -3.34237 -1.45533  C82 1.438, P84 1.598
84 P -6.81495 -4.22126 -2.24428  O83 1.598, O85 1.459, O86 1.620, O88 1.577
85 O -5.52078 -3.54732 -2.23004  P84 1.459
86 O -7.54509 -4.16694 -3.68894  P84 1.620, C87 1.427
87 C -7.76808 -2.90111 -4.30974  O86 1.427, H93 1.090, H94 1.091, H95 1.088
88 O -6.64663 -5.78911 -2.25816  P84 1.577, C89 1.440
89 C -7.77326 -6.67415 -2.40583  O88 1.440, H96 1.088, H97 1.089, H98 1.086
90 H -9.63127 -3.16673 -0.40253  C82 1.086
91 H -9.63904 -4.48228 -1.59303  C82 1.092
92 H -8.73529 -4.65552 -0.06202  C82 1.090
93 H -6.98937 -2.18908 -4.03572  C87 1.090
94 H -8.74555 -2.50813 -4.02765  C87 1.091
95 H -7.74836 -3.06542 -5.38461  C87 1.088
96 H -8.16414 -6.61025 -3.41867  C89 1.088
97 H -8.56061 -6.44816 -1.68862  C89 1.089
98 H -7.40953 -7.68041 -2.22056  C89 1.086
99 C -1.90442 -0.06944 2.57067  O100 1.438, H107 1.086, H108 1.095, H109 1.088
100 O -1.91270 1.36836 2.60874  C99 1.438, P101 1.643
101 P -3.19616 2.25358 3.12691  O100 1.643, O102 1.474, O103 1.613, O105 1.601
102 O -2.99483 3.46353 2.31013  P101 1.474
103 O -2.63082 2.40109 4.63004  P101 1.613, C104 1.433
104 C -1.26074 2.77217 4.82532  O103 1.433, H110 1.088, H111 1.089, H112 1.088
105 O -4.75105 2.36057 3.49136  P101 1.601, C106 1.440
106 C -5.37572 1.45562 4.42139  O105 1.440, H113 1.089, H114 1.090, H115 1.087
107 H -0.92107 -0.39542 2.24419  C99 1.086
108 H -2.12867 -0.49420 3.55427  C99 1.095
109 H -2.64607 -0.41097 1.85147  C99 1.088
110 H -0.90815 3.40995 4.01684  C104 1.088
111 H -0.63349 1.88434 4.89513  C104 1.089
112 H -1.21971 3.31397 5.76786  C104 1.088
113 H -5.02504 1.65722 5.43246  C106 1.089
114 H -5.18470 0.41315 4.16662  C106 1.090
115 H -6.44621 1.63540 4.37007  C106 1.087

Computed properties:
E_LUMO, hartree: 0.007
Highest occupied orbital energy, Eh: -0.29871
Structure (SMILES): C[C@@H](F)C[Si@@](F)(CON=O)O[Si@@](N)(CCCCCN)B(N)O.COP(=O)(OC)OC.COP(=O)(OC)OC.COP(=O)(OC)OC.COP(=O)(OC)OC
Kohn-Sham gap, eV: 8.3